This record from OMol25 describes 2 unconnected molecules or ions with the total composition C6H11N2O in a non-equilibrium geometry. The level of theory is the ωB97M-V functional and the def2-TZVPD basis.

Last column: Löwdin charge in e.
Geometry (Å):
C1 0.904 -1.772 -0.352  -0.36
C2 -0.275 0.665 0.373  0.10
C3 -1.383 -0.039 -0.350  -0.15
C4 0.425 1.881 -0.175  -0.04
C5 -3.227 -1.399 -0.199  -0.10
C6 3.096 -0.897 0.582  -0.01
N1 -2.101 -0.827 0.384  0.05
N2 1.776 -0.958 -0.136  0.05
O1 0.034 -2.485 -0.474  0.22
H1 0.051 0.427 1.428  0.16
H2 -1.429 0.069 -1.471  0.16
H3 0.132 2.246 -1.204  0.12
H4 1.468 1.636 -0.223  0.08
H5 0.251 2.676 0.485  0.09
H6 -4.040 -0.673 -0.354  0.12
H7 -2.875 -1.963 -1.197  0.16
H8 -3.629 -2.195 0.413  0.08
H9 3.309 0.174 0.430  0.07
H10 2.919 -1.122 1.622  0.09
H11 3.809 -1.491 -0.076  0.12

Energy above the lowest of the compared OMol25 structures with the same formula, charge and spin ... 105.5 kcal/mol
Total charge ... +1
LUMO level ... -6.65 eV
HOMO-LUMO gap ... 7.9 eV
E_tot ... -419.5888 Eh

***

This record from OMol25 describes a gas-phase ion, C4H10S2 (charge -1) in a non-equilibrium geometry. The level of theory is the ωB97M-V functional and the def2-TZVPD basis.

Last column: Löwdin charge in e.
Geometry (Å):
C1 -0.100 -1.305 -3.156  -0.24
C2 0.256 -1.113 -1.679  -0.71
S1 1.471 0.227 -1.371  0.19
S2 1.063 0.693 0.621  0.20
C3 -0.421 1.203 1.657  -0.69
C4 -0.044 1.174 3.165  -0.29
H1 -0.631 -2.377 -3.388  0.10
H2 -0.627 -0.449 -3.605  0.05
H3 0.816 -1.429 -3.753  0.03
H4 -0.627 -0.959 -1.054  0.03
H5 0.735 -2.040 -1.218  0.06
H6 -1.296 0.505 1.429  0.04
H7 -0.804 2.326 1.557  0.07
H8 0.064 0.106 3.530  0.05
H9 0.942 1.782 3.395  0.08
H10 -0.798 1.656 3.870  0.04

<S²> ... 0.755
Multiplicity ... 2
Energy above the lowest of the compared OMol25 structures with the same formula, charge and spin ... 31.8 kcal/mol
Total charge ... -1
LUMO level (alpha / beta) ... 3.92 / 3.71 eV
HOMO-LUMO gap (alpha / beta) ... 4.3 / 6.5 eV
E_tot ... -954.7128 Eh

***

This record from OMol25 describes C3H8N2O2 in the gas phase in a non-equilibrium geometry. The level of theory is the ωB97M-V functional and the def2-TZVPD basis.

Last column: Löwdin charge in e.
Geometry (Å):
C1 0.905 -0.083 1.033  -0.48
C2 -0.370 -0.808 -1.020  -0.05
N1 -0.066 0.252 -0.073  -0.13
C3 -0.935 1.312 0.079  -0.31
O1 2.130 0.010 0.394  0.00
O2 0.743 -1.327 1.582  0.05
N2 -2.026 1.553 -0.500  0.09
H1 1.918 0.780 -0.247  0.16
H2 1.209 -1.966 1.027  0.11
H3 0.762 0.664 1.830  0.16
H4 -2.324 0.850 -1.173  0.03
H5 -0.631 1.997 0.866  0.11
H6 -0.705 -0.374 -1.963  0.09
H7 0.541 -1.380 -1.185  0.09
H8 -1.152 -1.479 -0.649  0.10

SMILES ... [H]/N=C\N(C)C(O)O
Energy above the lowest of the compared OMol25 structures with the same formula, charge and spin ... 40.6 kcal/mol
LUMO level ... 0.61 eV
HOMO-LUMO gap ... 9.8 eV
E_tot ... -379.0763 Eh

***

This record from OMol25 describes a gas-phase ion, C8H10N3 (charge +1) in a non-equilibrium geometry. The level of theory is the ωB97M-V functional and the def2-TZVPD basis.

Last column: Löwdin charge in e.
Geometry (Å):
C1 0.836 1.440 0.144  -0.01
C2 2.202 1.527 -0.141  -0.11
C3 2.729 -0.828 0.177  -0.02
C4 1.425 -1.145 0.128  -0.06
C5 0.336 0.208 0.164  -0.15
C6 -0.700 -1.768 -0.012  -0.07
C7 -1.545 0.175 -1.241  0.05
C8 -1.824 0.125 1.214  0.11
N1 3.005 0.493 -0.136  0.10
N2 0.509 -2.188 0.050  0.17
N3 -0.912 -0.324 0.010  -0.30
H1 0.174 2.288 0.334  0.13
H2 2.600 2.537 -0.446  0.15
H3 3.407 -1.563 0.269  0.09
H4 -1.518 -2.443 -0.031  0.15
H5 -1.600 1.310 -1.201  0.14
H6 -0.706 0.120 -2.039  0.16
H7 -2.392 -0.498 -1.365  0.12
H8 -1.888 1.256 1.157  0.14
H9 -2.748 -0.299 0.877  0.09
H10 -1.391 -0.424 2.088  0.14

SMILES ... C[N+]1(C)C=Nc2cnccc21
Energy above the lowest of the compared OMol25 structures with the same formula, charge and spin ... 71.1 kcal/mol
Total charge ... +1
LUMO level ... -4.54 eV
HOMO-LUMO gap ... 8.8 eV
E_tot ... -474.7144 Eh

***

Question: Among the records above, which one has the highest energy above the lowest of the compared OMol25 structures with the same formula, charge and spin?
Answer: C6H11N2O